# 1
This record from the Open Molecules 2025 dataset describes a structure of composition C33H58CsO6P2S2. The level of theory is ωB97M-V/def2-TZVPD.

Each line ends with the Löwdin charge.
Cartesian coordinates (Å):
Cs (-1.31, 0.16, 1.52)  1.05
O (-2.81, 0.66, 3.87)  -0.65
S (-3.09, -0.66, 4.48)  0.75
O (-2.78, -0.68, 5.90)  -0.46
O (-1.57, -1.54, 3.75)  -0.45
C (-1.54, -2.89, 3.85)  -0.37
C (-1.24, -3.48, 5.08)  -0.02
C (-1.15, -4.85, 5.20)  -0.10
C (-1.35, -5.67, 4.10)  -0.11
C (-1.67, -5.10, 2.88)  -0.08
C (-1.78, -3.72, 2.74)  -0.18
S (-2.17, -3.09, 1.11)  0.40
O (-3.19, -2.05, 1.27)  -0.46
O (-2.61, -4.25, 0.36)  -0.34
O (-0.91, -2.50, 0.62)  -0.51
H (-1.10, -2.82, 5.92)  0.11
H (-0.91, -5.29, 6.17)  0.09
H (-1.27, -6.75, 4.18)  0.09
H (-1.86, -5.72, 2.01)  0.10
C (-4.77, 5.14, -0.62)  -0.12
C (-4.35, 3.94, 0.23)  -0.55
C (-3.68, 4.40, 1.53)  -0.13
P (-3.31, 2.59, -0.54)  1.04
C (-2.21, 3.32, -1.85)  -0.56
C (-1.19, 4.27, -1.21)  -0.13
C (-2.81, 3.92, -3.12)  -0.11
C (-4.52, 1.55, -1.49)  -0.56
C (-5.70, 2.24, -2.18)  -0.12
C (-5.05, 0.46, -0.55)  -0.12
H (-5.44, 5.78, -0.04)  0.08
H (-5.28, 4.85, -1.53)  0.05
H (-3.90, 5.74, -0.89)  0.06
H (-5.25, 3.38, 0.51)  0.10
H (-2.74, 4.91, 1.32)  0.06
H (-3.46, 3.55, 2.18)  0.07
H (-4.32, 5.10, 2.06)  0.07
H (-1.65, 2.43, -2.16)  0.07
H (-1.66, 5.20, -0.90)  0.06
H (-0.40, 4.52, -1.92)  0.07
H (-0.73, 3.81, -0.33)  0.07
H (-3.41, 4.80, -2.92)  0.06
H (-3.42, 3.20, -3.66)  0.06
H (-2.00, 4.23, -3.80)  0.07
H (-3.90, 1.07, -2.25)  0.10
H (-6.36, 2.70, -1.44)  0.07
H (-6.29, 1.50, -2.72)  0.08
H (-5.39, 3.01, -2.88)  0.05
H (-5.66, 0.89, 0.25)  0.08
H (-4.26, -0.12, -0.08)  0.04
H (-5.69, -0.24, -1.10)  0.08
C (6.04, 1.62, -0.15)  -0.21
C (5.15, 1.90, -1.37)  -0.19
C (3.70, 1.46, -1.13)  -0.21
C (3.65, 0.22, -0.24)  -0.47
C (4.17, 0.59, 1.17)  -0.21
C (5.22, 1.71, 1.13)  -0.20
P (1.93, -0.46, -0.09)  1.08
C (2.14, -2.17, 0.59)  -0.44
C (2.06, -2.18, 2.12)  -0.21
C (2.32, -3.59, 2.64)  -0.18
C (3.76, -4.04, 2.34)  -0.19
C (4.36, -3.30, 1.14)  -0.20
C (3.31, -3.04, 0.06)  -0.18
C (1.37, -0.84, -1.83)  -0.42
C (0.47, 0.30, -2.35)  -0.24
C (-0.24, -0.07, -3.66)  -0.19
C (0.63, -0.95, -4.57)  -0.20
C (2.11, -0.73, -4.28)  -0.21
C (2.45, -1.24, -2.87)  -0.20
H (6.88, 2.31, -0.13)  0.10
H (6.47, 0.61, -0.22)  0.11
H (5.55, 1.37, -2.24)  0.10
H (5.17, 2.96, -1.61)  0.10
H (3.21, 1.28, -2.08)  0.08
H (3.13, 2.26, -0.64)  0.12
H (4.32, -0.53, -0.67)  0.10
H (4.59, -0.30, 1.65)  0.09
H (3.33, 0.91, 1.80)  0.10
H (5.86, 1.64, 2.01)  0.11
H (4.74, 2.69, 1.17)  0.11
H (1.20, -2.64, 0.27)  0.07
H (1.07, -1.85, 2.43)  0.08
H (2.78, -1.48, 2.57)  0.10
H (1.60, -4.26, 2.14)  0.12
H (2.10, -3.66, 3.71)  0.11
H (3.78, -5.12, 2.15)  0.10
H (4.39, -3.87, 3.22)  0.10
H (5.20, -3.86, 0.73)  0.10
H (4.77, -2.34, 1.47)  0.09
H (2.91, -4.01, -0.27)  0.12
H (3.78, -2.59, -0.82)  0.08
H (0.71, -1.70, -1.67)  0.11
H (1.05, 1.22, -2.47)  0.10
H (-0.28, 0.52, -1.59)  0.07
H (-0.51, 0.85, -4.19)  0.10
H (-1.17, -0.59, -3.43)  0.11
H (0.41, -0.75, -5.62)  0.10
H (0.40, -2.01, -4.40)  0.11
H (2.34, 0.33, -4.36)  0.11
H (2.74, -1.24, -5.01)  0.11
H (3.44, -0.89, -2.58)  0.08
H (2.51, -2.33, -2.90)  0.11

As for the strongest force on any atom: 0.810 eV/Å. As for the highest occupied orbital energy: -0.186 Ha. The total charge is -1. The value obtained for the LUMO energy is 1.8 eV.

# 2
This record from the Open Molecules 2025 dataset describes a structure of composition CH2NP3 in a non-equilibrium geometry. The level of theory is ωB97M-V/def2-TZVPD.

Each line ends with the Löwdin charge.
Cartesian coordinates (Å):
C (-1.04, -0.55, 0.75)  -0.74
N (-0.10, -0.55, -1.61)  -0.75
P (0.18, 1.08, 0.95)  0.53
P (-1.21, -1.33, -0.74)  0.65
P (0.60, 0.87, -1.16)  0.37
H (-1.77, -0.67, 1.64)  -0.02
H (2.10, 0.59, -0.86)  -0.04

As for the strongest force on any atom: 5.637 eV/Å. As for the highest occupied orbital energy (alpha / beta): -0.336 / -0.336 Ha. The total charge is 0. The value obtained for the LUMO energy (alpha / beta) is -1.8 / -1.8 eV.

# 3
This record from the Open Molecules 2025 dataset describes a structure of composition C3H5EuO3 in a non-equilibrium geometry. The level of theory is ωB97M-V/def2-TZVPD.

Each line ends with the Löwdin charge.
Cartesian coordinates (Å):
H (-0.55, 3.75, 0.68)  -0.31
O (-1.46, -0.59, 0.52)  0.09
C (-0.29, -0.76, -0.04)  -0.60
C (-2.17, -1.85, 0.54)  -0.05
O (0.52, 0.15, -0.20)  -0.09
O (-0.13, -1.93, -0.60)  0.11
C (-1.28, -2.76, -0.33)  -0.05
Eu (0.85, 2.66, -0.11)  1.33
H (-3.17, -1.69, 0.12)  0.14
H (-2.25, -2.17, 1.58)  0.14
H (-1.74, -3.03, -1.28)  0.14
H (-0.94, -3.65, 0.20)  0.14

As for the strongest force on any atom: 1.697 eV/Å. As for the spin multiplicity: 8. As for the highest occupied orbital energy (alpha / beta): -0.440 / -0.441 Ha. The total charge is +1. As for the expectation value of S²: 15.76. The value obtained for the LUMO energy (alpha / beta) is -4.2 / -4.0 eV.

# 4
This record from the Open Molecules 2025 dataset describes the molecule C3H5NO2 in a non-equilibrium geometry. The level of theory is ωB97M-V/def2-TZVPD.

Each line ends with the Löwdin charge.
Cartesian coordinates (Å):
C (-2.02, 0.16, 0.06)  0.03
C (-0.70, -0.12, 0.01)  -0.49
O (-0.37, -0.92, -1.02)  0.06
O (0.26, 0.35, 0.81)  0.07
C (1.59, 0.21, 0.49)  -0.25
N (2.42, 0.47, 1.39)  0.14
H (-2.42, 1.05, 0.49)  0.05
H (-1.28, -0.68, -1.41)  0.13
H (-2.67, -0.72, 0.00)  0.07
H (1.75, -0.12, -0.54)  0.14
H (3.37, 0.35, 1.03)  0.06

As for the strongest force on any atom: 2.085 eV/Å. The SMILES is [H]/N=C/OC(=C)O. As for the highest occupied orbital energy: -0.321 Ha. The total charge is 0. The value obtained for the LUMO energy is 0.8 eV.

# 5
This record from the Open Molecules 2025 dataset describes a cluster of 2 separate species, CH7N2O in total in a non-equilibrium geometry. The level of theory is ωB97M-V/def2-TZVPD.

Each line ends with the Löwdin charge.
Cartesian coordinates (Å):
N (-0.96, -0.54, -0.71)  0.34
C (-0.51, -0.55, 0.54)  -0.09
N (-0.77, 0.46, 1.33)  0.34
H (-1.34, 0.32, -1.11)  0.19
H (-0.84, -1.33, -1.34)  0.19
H (0.00, -1.39, 1.00)  0.20
H (-0.40, 0.53, 2.28)  0.19
H (-1.18, 1.34, 0.98)  0.20
H (2.41, 1.07, -0.84)  0.15
H (1.88, -0.28, -1.42)  0.13
O (1.72, 0.38, -0.71)  0.16

As for the strongest force on any atom: 1.322 eV/Å. As for the spin multiplicity: 2. As for the highest occupied orbital energy (alpha / beta): -0.865 / -0.778 Ha. The total charge is +2. As for the expectation value of S²: 0.77. The value obtained for the LUMO energy (alpha / beta) is -10.0 / -16.0 eV.

# 6
This record from the Open Molecules 2025 dataset describes the molecule C3H6N2OS in a non-equilibrium geometry. The level of theory is ωB97M-V/def2-TZVPD.

Each line ends with the Löwdin charge.
Cartesian coordinates (Å):
C (1.45, -1.52, 0.51)  -0.02
C (0.60, -0.40, 0.01)  -0.37
C (-0.68, -0.16, 0.58)  -0.76
H (0.86, -2.08, 1.23)  0.08
H (1.66, -2.18, -0.33)  0.08
H (2.37, -1.10, 0.95)  0.09
H (2.24, 1.06, -2.13)  0.10
H (2.89, 0.01, -1.05)  0.10
H (-2.72, 0.81, 0.77)  -0.11
N (0.93, 0.43, -0.92)  -0.02
N (2.06, 0.27, -1.53)  0.04
O (-1.16, -0.89, 1.46)  -0.04
S (-1.70, 1.14, -0.04)  0.82

As for the strongest force on any atom: 4.233 eV/Å. The SMILES is C/C(=N\N)C(=O)S. As for the highest occupied orbital energy: -0.340 Ha. The total charge is 0. The value obtained for the LUMO energy is 0.3 eV.

Taking the records one at a time from the top gives energy above the lowest of the compared OMol25 structures with the same formula, charge and spin values of 20.3, 117.5, 8.4, 288.7, 155.1, 198.2 kJ/mol.